A 9-piece molecular cluster, H20NO8 overall, computed with ωB97M-V with the def2-TZVPD basis set.

The geometry in XYZ format:
```
29
Properties=species:S:1:pos:R:3:forces:R:3
N 0.5272 -0.2786 -0.1420 -0.5 -0.7 0.4
H 1.0630 -0.8766 0.5311 0.0 0.6 -0.6
H -0.4129 -0.1867 0.2852 0.2 0.3 -0.2
H 0.4656 -0.7725 -1.0399 -0.1 -0.1 0.2
H 0.9802 0.6409 -0.3034 -0.2 0.0 0.5
O -2.3191 1.3612 -1.1777 0.5 -0.2 0.0
H -1.5046 1.3684 -1.7211 -0.6 0.1 0.2
H -2.5748 0.4354 -1.1170 -0.2 0.1 -0.1
O 1.7003 2.1207 -0.2604 0.5 0.5 -0.4
H 2.0464 2.7285 0.4062 -0.3 -0.1 0.1
H 2.1985 2.3300 -1.0597 0.0 0.0 0.1
O 0.7761 -1.6914 -2.5351 0.0 -0.1 -0.4
H 0.7004 -2.5140 -3.0351 0.0 0.0 0.2
H 0.9162 -1.0140 -3.2047 0.2 -0.1 0.0
O -0.7583 -2.1503 3.4178 -0.1 0.0 -0.1
H -0.7119 -3.1069 3.3160 -0.1 0.0 0.1
H 0.1522 -1.8555 3.3508 0.2 0.0 0.0
O 2.0064 -2.0287 1.3330 0.3 -0.6 0.2
H 2.1470 -2.8000 0.7667 0.0 0.1 0.1
H 2.6118 -2.1571 2.0753 0.0 0.2 -0.1
O -0.1604 1.3989 -2.8515 0.8 -0.2 -0.2
H 0.4045 2.1301 -3.1315 -0.2 0.1 0.0
H -0.1315 0.7736 -3.5839 -0.3 0.2 -0.1
O -1.8407 -0.0618 1.6514 0.1 -0.6 0.0
H -2.5890 -0.5807 1.3343 -0.1 0.2 0.1
H -1.6758 -0.4007 2.5460 0.0 -0.2 -0.1
O -1.1707 2.5858 1.6866 0.5 -0.1 -0.1
H -1.1774 1.6304 1.5051 -0.5 0.6 0.1
H -1.6686 2.9715 0.9575 0.0 -0.1 0.0
```
Forces are in eV/Å.

Values from the calculation:
ΔE to the lowest compared entry with this formula, charge and spin = 52.4 kJ/mol
LUMO = -3.223 eV
total charge = +1

Results of the Mulliken charge analysis, in e, for atoms 1 through 2: atom 1 (N): -0.1025, atom 2 (H): 0.3938